Entry 1:
One molecule with the formula C7H15ClSi at a distorted geometry, computed with ωB97M-V with the def2-TZVPD basis set.

Each line ends with the Mulliken charge.
Geometry (Å):
C 0.810 -1.007 0.781  -0.5923
C -0.510 -1.434 0.715  -0.4029
C 2.087 -0.083 0.045  0.1766
C 3.262 -0.118 0.994  -1.5710
C -3.484 0.382 -0.927  -1.3359
C -1.472 -1.045 -0.361  -0.6352
C -2.658 -0.246 0.182  0.2341
Si 1.441 1.663 -0.346  0.6607
Cl -2.046 1.070 1.250  -0.1949
H 2.315 -0.632 -0.870  0.3182
H 1.297 -1.407 1.668  0.2873
H -0.869 -2.067 1.509  0.3349
H 2.983 0.251 1.980  0.4149
H 4.056 0.522 0.608  0.3859
H 3.660 -1.127 1.103  0.3787
H -4.347 0.900 -0.517  0.3657
H -3.830 -0.389 -1.615  0.3321
H -2.879 1.098 -1.481  0.3445
H -0.952 -0.452 -1.113  0.3102
H -1.875 -1.943 -0.842  0.3694
H -3.277 -0.873 0.829  0.3541
H 2.545 2.440 -0.925  -0.2335
H 0.971 2.321 0.868  -0.1202
H 0.374 1.567 -1.345  -0.1812

The LUMO energy is 0.94 eV. As for the HOMO energy: -0.33578 hartree. The total energy is -1025.3336 Ha. The calculation puts the energy above the lowest of the compared OMol25 structures with the same formula, charge and spin at 41.0 kcal per mole. The HOMO-LUMO gap comes out at 10.08 eV. Its total charge is 0.

---

Entry 2:
C2I2N2S as an isolated structure at a distorted geometry, computed with ωB97M-V with the def2-TZVPD basis set.

Each line ends with the Mulliken charge.
Geometry (Å):
C 0.143 -0.661 -0.250  0.0686
C -0.077 0.459 0.634  0.1678
N 0.338 -0.256 -1.514  -0.3990
N 0.038 1.617 0.027  -0.4283
S 0.328 1.358 -1.550  0.2603
I -0.009 -2.729 0.100  0.1723
I -0.762 0.213 2.553  0.1583

The LUMO energy is -0.12 eV. As for the HOMO energy: -0.34378 hartree. The total energy is -1179.2839 Ha. The calculation puts the energy above the lowest of the compared OMol25 structures with the same formula, charge and spin at 0.0 kcal per mole. The HOMO-LUMO gap comes out at 9.23 eV. Its total charge is 0.

---

Entry 3:
An isolated ion of composition C3H11N4 and charge +1 at a distorted geometry, computed with ωB97M-V with the def2-TZVPD basis set.

Each line ends with the Mulliken charge.
Geometry (Å):
C -0.517 -0.012 0.337  -0.0525
C -1.102 -0.003 1.688  -0.7069
C 1.319 -0.361 -2.328  -0.8123
N 1.650 1.202 0.256  -0.6306
N 0.369 0.587 -1.667  -0.5938
N 0.455 0.676 -0.289  0.5029
N -2.164 -1.056 1.984  -0.2446
H -0.977 -0.740 -0.279  0.2835
H -0.715 0.410 2.555  0.3850
H 1.011 -1.370 -2.047  0.2726
H 1.310 -0.177 -3.391  0.3676
H 2.347 -0.460 -2.114  0.3451
H 1.588 1.162 1.274  0.2767
H 1.715 2.166 0.103  0.2457
H 0.671 1.609 -2.068  0.3148
H -2.407 -1.063 1.040  0.3331
H -2.884 -0.672 2.611  0.3627
H -1.669 -1.899 2.334  0.3512

The LUMO energy is -3.37 eV. As for the HOMO energy: -0.44608 hartree. The total energy is -339.5208 Ha. The calculation puts the energy above the lowest of the compared OMol25 structures with the same formula, charge and spin at 124.8 kcal per mole. The HOMO-LUMO gap comes out at 8.76 eV. Its total charge is +1.

---

Entry 4:
A 2-piece molecular cluster, CH4N2OS overall at a distorted geometry, computed with ωB97M-V with the def2-TZVPD basis set.

Each line ends with the Mulliken charge.
Geometry (Å):
C 0.414 -1.983 -0.418  -0.2882
N 1.263 -1.253 0.211  -0.2060
N -0.694 2.042 0.042  -0.1217
O -0.872 1.185 1.029  -0.3681
S 1.406 0.037 1.092  0.0105
H -0.627 -1.738 -0.349  0.2914
H 0.789 -2.927 -0.957  0.2219
H -0.688 3.014 0.151  0.2327
H -0.990 1.621 -0.800  0.2274

The LUMO energy (alpha / beta) is 0.00 / -0.38 eV. As for the HOMO energy (alpha / beta): -0.29194 / -0.30884 hartree. The total energy is -623.2693 Ha. The calculation puts the energy above the lowest of the compared OMol25 structures with the same formula, charge and spin at 119.1 kcal per mole. The HOMO-LUMO gap (alpha / beta) comes out at 7.94 / 8.02 eV. Its total charge is 0.

---

Entry 5:
An isolated ion of composition C8H15N2O and charge +1 at a distorted geometry, computed with ωB97M-V with the def2-TZVPD basis set.

Each line ends with the Mulliken charge.
Geometry (Å):
C 2.416 0.300 -0.199  0.9800
C 1.813 -0.834 0.636  -0.7797
C -0.702 -0.969 0.172  -0.9362
C 0.577 1.190 0.583  -0.2082
C -1.687 0.230 -0.229  1.6524
C 3.683 0.175 -0.914  -1.1991
C -2.551 0.676 0.925  -1.4030
C -2.650 -0.239 -1.290  -1.8250
N 1.676 1.345 -0.167  -0.4511
N 0.450 -0.261 0.930  0.0912
O -0.884 1.199 -0.726  -0.6373
H 1.788 -1.793 -0.005  0.3211
H 2.361 -1.123 1.584  0.3884
H -1.268 -1.608 0.895  0.3600
H -0.180 -1.322 -0.772  0.4200
H 0.104 1.925 1.227  0.4566
H 3.688 -0.832 -1.290  0.3454
H 4.647 0.098 -0.243  0.3136
H 3.706 0.973 -1.605  0.3676
H -3.529 0.108 0.818  0.3910
H -2.633 1.778 0.672  0.3714
H -2.066 0.524 1.915  0.2761
H -2.268 -0.322 -2.246  0.4997
H -3.533 0.371 -1.576  0.3810
H -3.071 -1.265 -0.967  0.3848
H 0.113 -0.322 1.870  0.4392

The LUMO energy is -4.52 eV. As for the HOMO energy: -0.49725 hartree. The total energy is -498.2065 Ha. The calculation puts the energy above the lowest of the compared OMol25 structures with the same formula, charge and spin at 101.5 kcal per mole. The HOMO-LUMO gap comes out at 9.01 eV. Its total charge is +1.

---

Entry 6:
C25H69F3N3O15STl2 as an isolated structure at a distorted geometry, computed with ωB97M-V with the def2-TZVPD basis set.

Each line ends with the Mulliken charge.
Geometry (Å):
Tl -3.440 0.462 -2.639  0.7181
Tl -4.774 5.416 1.152  0.8677
C -0.374 3.198 -0.814  0.6262
F 0.593 3.797 -1.560  -0.2099
F -0.172 1.892 -0.882  -0.2212
F -0.200 3.678 0.421  -0.1898
S -2.061 3.660 -1.446  1.0826
O -2.307 2.932 -2.653  -0.6730
O -2.928 3.235 -0.361  -0.6835
O -1.908 5.088 -1.713  -0.7091
C 2.503 5.399 1.032  -0.9239
O 1.478 5.844 0.065  -0.2889
C 1.023 7.096 0.134  -0.0088
C 0.967 7.729 -1.281  -0.8229
N -0.157 7.061 -2.114  0.2597
C -0.901 7.641 -2.953  -0.2834
C 0.873 2.395 -9.931  -0.2225
O 1.307 1.876 -8.851  -0.2514
C 2.270 0.704 -8.850  -0.5646
H 2.071 5.355 2.002  0.3714
H 3.412 5.970 0.862  0.3873
H 2.700 4.348 0.815  0.2405
H 1.725 7.716 0.587  0.5829
H 0.101 7.095 0.606  -0.0250
H 1.880 7.702 -1.853  0.3226
H 0.600 8.771 -1.321  0.4346
H -0.284 6.072 -2.047  0.2752
H -0.761 8.778 -3.055  0.3359
H -1.487 6.933 -3.522  0.2986
H 1.156 1.958 -10.812  0.2364
H 0.187 3.223 -9.862  0.2659
H 1.916 0.053 -8.000  0.1861
H 3.193 1.200 -8.711  0.2672
H 2.168 0.207 -9.822  0.3322
C -3.462 -1.546 -7.781  -0.6390
O -2.859 -2.815 -7.437  -0.2348
C -2.105 -3.373 -8.247  -0.2759
C 7.064 -2.872 -5.809  -0.1351
N 7.923 -3.737 -6.109  -0.0500
C 7.844 -5.231 -6.020  -0.6064
C 6.610 -5.792 -6.612  -0.3617
O 5.397 -5.209 -6.088  -0.3778
C 4.705 -5.922 -5.120  -0.7356
H -4.417 -1.319 -7.230  0.2069
H -3.721 -1.488 -8.831  0.3390
H -2.744 -0.754 -7.510  0.2774
H -2.142 -2.837 -9.164  0.2258
H -1.506 -4.185 -7.890  0.2740
H 6.149 -3.131 -5.266  0.2251
H 7.316 -1.824 -5.801  0.3113
H 8.889 -3.433 -6.443  0.3352
H 8.025 -5.542 -4.986  0.2927
H 8.788 -5.583 -6.552  0.3720
H 6.574 -6.823 -6.300  0.3819
H 6.631 -5.681 -7.710  0.3268
H 5.235 -5.903 -4.150  0.3035
H 4.536 -6.940 -5.417  0.3553
H 3.756 -5.480 -4.838  0.2586
C 5.320 -8.152 5.173  -0.5396
O 6.304 -7.137 5.559  -0.1370
C 7.415 -7.431 5.958  0.0156
C -5.803 -1.823 11.294  -0.1445
N -6.000 -1.822 10.038  -0.0128
C -5.505 -2.870 9.085  -0.5800
C -4.294 -2.243 8.318  -0.3325
O -4.031 -0.921 8.767  -0.3166
C -3.497 0.035 7.886  -0.6889
H 5.450 -8.219 4.094  0.2882
H 4.338 -7.692 5.579  0.1659
H 5.566 -9.086 5.618  0.4327
H 7.728 -8.544 5.912  0.2257
H 8.074 -6.683 6.300  0.3168
H -5.085 -2.429 11.797  0.2846
H -6.387 -1.150 11.895  0.2715
H -6.856 -1.228 9.826  0.3309
H -6.289 -3.078 8.380  0.3349
H -5.201 -3.706 9.698  0.3428
H -4.585 -2.219 7.252  0.3138
H -3.481 -2.921 8.363  0.3552
H -2.389 -0.101 7.790  0.2431
H -3.801 0.959 8.344  0.2599
H -3.997 0.001 6.930  0.3387
O -4.805 1.237 -4.554  -0.5762
H -5.767 1.194 -4.816  0.3438
H -4.523 2.124 -4.588  0.3433
O -2.474 8.642 -0.485  -0.5644
H -3.105 8.803 -1.261  0.3141
H -2.371 9.522 -0.160  0.2673
O -6.033 7.033 2.820  -0.5696
H -6.253 6.684 3.679  0.3189
H -6.668 7.784 2.779  0.3140
C 1.073 -4.213 3.051  -1.0958
C 1.639 -4.917 4.236  -0.0523
O 0.645 -5.801 4.569  -0.4851
H 1.152 -4.923 2.232  0.1919
H 1.684 -3.364 2.751  0.4137
H 0.066 -3.992 3.176  0.2894
H 1.847 -4.321 5.197  0.3050
H 2.582 -5.342 3.973  0.1788
H 0.657 -6.242 5.418  0.2807
C -2.118 -6.258 1.887  -0.9126
C -1.893 -5.213 0.833  -0.2424
O -2.212 -3.858 1.287  -0.5180
H -1.309 -6.223 2.664  0.0977
H -2.008 -7.247 1.443  0.3228
H -3.158 -6.290 2.191  0.4212
H -2.486 -5.380 -0.113  0.2986
H -0.791 -5.289 0.551  0.1915
H -2.946 -4.001 1.923  0.3138
C -1.273 8.496 3.243  -1.1447
C -2.242 7.431 2.665  -0.2871
O -1.882 6.952 1.398  -0.4943
H -1.650 9.132 4.067  0.3748
H -0.917 9.281 2.538  0.2642
H -0.282 8.013 3.551  0.2474
H -3.242 7.915 2.734  0.2807
H -2.399 6.630 3.331  0.4087
H -2.388 7.397 0.625  0.3090

The LUMO energy is -9.26 eV. As for the HOMO energy: -0.37024 hartree. The total energy is -3327.3322 Ha. The HOMO-LUMO gap comes out at 0.82 eV. Its total charge is +5.